No. 1
DFT (ωB97M-V/def2-TZVPD) results for a structure of composition C33H33F9O8P2Sb2Ti at a distorted geometry.

Structure (XYZ):
```
88
Properties=species:S:1:pos:R:3:forces:R:3
Ti -1.093427 -1.012467 1.845146 -0.078 -0.676 -0.251
C -0.186004 -3.881010 5.832553 -0.006 -0.021 0.011
C -0.997568 -2.820939 5.090974 0.029 0.001 0.007
O -2.231118 -2.548875 5.725614 -0.013 0.000 -0.029
P -0.030540 -1.286209 4.887449 0.267 -0.105 0.290
O -0.105447 -0.664958 6.346199 0.054 -0.011 0.075
O 1.505614 -1.636133 4.731518 -0.092 -0.103 0.009
O -0.516799 -0.329916 3.856926 -0.310 0.263 -0.215
P -1.296470 -3.447289 3.332427 -0.080 -0.045 0.253
O -2.468110 -2.210091 2.971639 -0.019 0.179 -0.100
O -0.069946 -2.728995 2.665089 -0.023 0.173 -0.099
O -1.429601 -1.821130 0.492197 -0.221 0.216 0.030
H 0.170910 -3.508363 6.795385 -0.006 -0.005 -0.003
H 0.681902 -4.199413 5.254025 0.013 0.009 0.006
H -0.827615 -4.745612 6.004741 -0.001 -0.007 -0.005
H -2.063110 -2.299201 6.642709 0.006 -0.006 0.008
H 0.051958 0.287729 6.373377 -0.031 -0.007 -0.009
H 1.669591 -1.958950 3.825016 0.030 0.102 -0.014
H -3.166111 -2.549250 2.395920 -0.030 -0.010 0.045
C 1.481910 -2.573362 -0.212877 -0.171 2.129 -0.318
C 1.323406 -2.810450 -1.692228 0.085 -0.262 0.326
C -0.087715 -2.482433 -2.159744 -0.135 -0.193 -0.042
Sb -0.325866 -0.374620 -2.144440 -0.363 0.779 -0.083
C -2.353863 -0.337241 -2.838865 0.076 -0.041 -0.006
C -2.787383 0.728474 -3.624480 -0.019 0.008 0.012
C -4.104844 0.801879 -4.053482 -0.027 -0.023 0.024
C -5.007711 -0.193698 -3.700621 0.021 0.044 -0.032
C -4.585151 -1.258280 -2.919987 -0.028 -0.020 0.010
C -3.266630 -1.326863 -2.489117 0.043 -0.051 0.080
C 0.511136 0.043294 -4.092898 -0.014 -0.156 0.116
C 0.203060 -0.696783 -5.232188 -0.068 -0.072 -0.034
C 0.765232 -0.382377 -6.460571 0.020 0.028 -0.014
C 1.648268 0.685724 -6.569387 -0.007 -0.005 0.034
C 1.960021 1.436727 -5.445970 -0.009 -0.017 -0.042
C 1.391724 1.112900 -4.219000 0.075 0.054 0.048
Sb 1.855633 -0.360925 1.005107 0.840 -0.742 -0.026
C 1.677742 1.765097 1.220301 -0.563 0.251 -0.985
C 1.889483 2.650631 0.160966 -0.007 -0.009 0.060
C 1.835140 4.019414 0.367052 0.071 -0.001 0.009
C 1.573874 4.519034 1.636857 0.029 -0.039 0.078
C 1.356237 3.645672 2.691946 0.123 0.122 -0.035
C 1.398931 2.274122 2.480691 0.002 -0.187 0.110
C 3.635264 -0.095521 -0.166582 0.248 -0.173 0.516
C 4.824290 0.203919 0.501314 -0.047 0.003 -0.002
C 5.988687 0.459791 -0.205905 0.017 0.015 -0.016
C 5.980919 0.427895 -1.593864 -0.022 -0.002 -0.028
C 4.803623 0.140002 -2.266805 0.025 0.005 0.008
C 3.640183 -0.125704 -1.554056 -0.009 0.061 -0.004
H 2.477412 -2.554516 0.203891 0.256 -0.787 0.016
H 0.659201 -2.822351 0.437870 0.164 -0.559 0.039
H 1.546942 -3.866984 -1.894175 -0.017 -0.089 0.094
H 2.077138 -2.260849 -2.255779 0.065 0.006 -0.029
H -0.803605 -2.889482 -1.447694 -0.047 0.025 -0.047
H -0.341689 -2.875783 -3.143851 0.232 -0.012 -0.070
H -2.093284 1.511943 -3.910235 0.005 -0.004 -0.006
H -4.428134 1.637197 -4.662155 0.000 -0.001 0.000
H -6.036435 -0.137652 -4.033177 0.001 0.003 -0.003
H -5.284632 -2.036994 -2.640680 0.004 0.004 0.001
H -2.956844 -2.153266 -1.858030 -0.009 0.021 -0.025
H -0.499507 -1.521816 -5.170459 0.014 0.009 0.014
H 0.511529 -0.966658 -7.336511 0.001 0.000 0.002
H 2.086651 0.932346 -7.528026 0.000 0.001 0.000
H 2.641925 2.274650 -5.522869 -0.001 0.001 0.001
H 1.644232 1.708485 -3.346507 -0.001 0.003 -0.004
H 2.109838 2.269788 -0.830889 -0.037 -0.004 0.022
H 1.997125 4.697947 -0.461330 0.004 0.002 0.002
H 1.532763 5.588360 1.800758 -0.011 0.000 0.003
H 1.141401 4.032039 3.680483 -0.008 0.000 0.000
H 1.204628 1.598268 3.307191 -0.024 0.002 -0.025
H 4.842899 0.248931 1.583659 -0.006 -0.015 0.013
H 6.902649 0.689164 0.327458 -0.004 -0.002 0.000
H 6.888143 0.633294 -2.147268 0.000 -0.005 -0.004
H 4.779169 0.123843 -3.349636 -0.003 -0.001 0.003
H 2.734663 -0.330250 -2.100135 -0.139 -0.011 -0.095
F -4.950079 1.777095 1.417419 -0.030 -0.023 0.020
C -3.896493 1.071624 1.004526 -0.031 -0.146 0.040
F -3.957461 0.958762 -0.315264 0.003 -0.028 -0.103
F -4.014621 -0.173105 1.521646 0.006 0.122 -0.060
C -2.538606 1.689594 1.451152 0.113 0.031 0.086
O -1.564357 0.750346 1.353934 -0.118 0.003 0.393
C -2.194226 2.898015 0.532661 0.026 0.022 -0.084
F -1.270872 3.672561 1.104505 -0.046 0.019 -0.031
F -3.273099 3.655372 0.289160 -0.023 0.005 0.020
F -1.712859 2.481644 -0.634881 -0.004 -0.021 0.002
C -2.666373 2.184286 2.926190 -0.030 0.071 -0.003
F -1.471006 2.452669 3.443467 -0.026 -0.016 0.032
F -3.418879 3.287412 3.034335 0.047 -0.040 -0.020
F -3.228998 1.228787 3.679176 -0.001 -0.038 0.032
```
Forces are in eV/Å.

E_LUMO (spin up / spin down) ... -1.189 / -1.185 eV
Energy relative to the best compared isomer or geometry (same formula, charge and spin) ... 236.28 kJ/mol
Energy ... -4790.895706 Ha
Kohn-Sham gap (spin up / spin down) ... 0.2205 / 0.2205 hartree
E_HOMO (spin up / spin down) ... -7.191 / -7.186 eV
Charge ... 0

Results of the Mulliken charge analysis, in e, for atoms 1 through 4: 0.714, -1.609, 1.254, -0.629

=====

No. 2
DFT (ωB97M-V/def2-TZVPD) results for a structure of composition C33H33N2O9PPdS2.

Structure (XYZ):
```
81
Properties=species:S:1:pos:R:3:forces:R:3
Pd 0.202070 -1.137376 1.159015 0.141 0.259 0.156
C 2.436415 -1.694405 -2.251470 0.015 0.008 0.002
C 3.604012 -1.984724 -1.318410 0.009 -0.014 0.016
C 4.265734 -3.312180 -1.681133 0.009 0.000 0.009
C 3.189027 -2.027808 0.158554 -0.042 -0.017 0.027
C 4.374281 -1.829883 1.097209 0.009 -0.018 -0.015
O 4.336751 -0.406636 1.370501 0.022 -0.008 0.014
C 3.073974 -0.025311 1.128533 0.003 0.069 0.009
N 2.329265 -0.880063 0.534952 0.062 0.054 -0.058
C 2.738744 1.350732 1.547965 0.049 0.011 0.010
C 3.728769 2.053603 2.230750 -0.028 -0.020 -0.018
C 3.526797 3.362484 2.633857 -0.003 0.030 0.016
C 2.326226 3.987871 2.353795 0.011 0.009 0.005
C 1.328910 3.295169 1.683124 0.005 -0.030 -0.009
C 1.511850 1.979032 1.270847 -0.068 -0.032 -0.020
P 0.111610 1.127795 0.461073 0.064 -0.029 -0.045
C 0.365914 1.309373 -1.317630 -0.069 -0.099 -0.054
C 1.229329 2.237179 -1.888813 0.020 0.000 0.000
C 1.348165 2.308551 -3.270411 0.020 0.017 0.015
C 0.598192 1.466538 -4.078989 -0.024 -0.026 -0.013
C -0.267374 0.539807 -3.510975 0.031 0.038 -0.011
C -0.375084 0.453190 -2.133284 0.016 0.018 0.063
C -1.308507 2.181321 0.837767 0.031 0.064 -0.006
C -1.819267 2.138956 2.133233 -0.083 0.022 -0.033
C -2.909803 2.923722 2.473460 -0.006 -0.063 0.025
C -3.492774 3.751388 1.524364 -0.008 0.021 -0.057
C -2.980182 3.802286 0.233550 -0.042 -0.003 0.055
C -1.888118 3.020667 -0.111079 -0.017 -0.035 -0.010
H 2.765101 -1.757881 -3.290659 -0.003 0.000 0.000
H 2.036012 -0.696193 -2.084820 -0.007 0.001 -0.001
H 1.628387 -2.411941 -2.099514 -0.012 -0.005 -0.007
H 4.341726 -1.178070 -1.422248 0.000 0.005 -0.012
H 3.534708 -4.122747 -1.627289 -0.003 0.002 0.002
H 5.093039 -3.564172 -1.014278 -0.001 -0.001 -0.003
H 4.658637 -3.281649 -2.697719 -0.002 0.004 -0.003
H 2.659676 -2.954563 0.370868 0.008 0.004 -0.005
H 5.338593 -2.056139 0.650524 0.003 0.009 0.003
H 4.261683 -2.353321 2.047087 -0.008 0.007 0.003
H 4.663512 1.561477 2.451778 0.002 -0.014 -0.006
H 4.306893 3.884388 3.171401 -0.001 0.006 -0.003
H 2.152827 5.010054 2.663304 0.003 0.001 0.002
H 0.383858 3.784629 1.489939 0.040 0.021 0.006
H 1.812851 2.897327 -1.258521 0.002 0.005 0.002
H 2.028175 3.024132 -3.714017 -0.002 -0.001 -0.006
H 0.695315 1.525268 -5.155434 0.004 0.002 0.000
H -0.840075 -0.128496 -4.140308 -0.004 -0.012 -0.001
H -1.019424 -0.295380 -1.683249 0.021 0.000 -0.015
H -1.362873 1.498698 2.876811 0.032 -0.070 0.046
H -3.313606 2.869072 3.475098 0.000 0.014 0.012
H -4.349763 4.357207 1.788940 0.000 -0.002 0.004
H -3.432619 4.451456 -0.505186 0.001 0.003 -0.002
H -1.495618 3.056950 -1.119663 0.007 -0.004 0.007
C -3.868457 -0.237112 -3.950177 -0.033 -0.005 -0.004
C -3.681034 -0.538194 -2.489531 0.018 -0.046 -0.005
C -3.280246 -1.807718 -2.072289 -0.016 0.040 -0.016
C -3.144634 -2.108098 -0.728097 -0.047 0.007 -0.036
C -3.405593 -1.111854 0.204710 -0.003 0.018 0.013
C -3.797248 0.162232 -0.180148 0.059 0.016 -0.036
C -3.927206 0.440729 -1.530761 -0.029 0.003 0.011
S -3.331413 -1.489734 1.913098 -0.006 -0.088 -0.024
O -3.796885 -2.827004 2.123374 0.006 0.043 0.015
O -3.878209 -0.398532 2.665391 -0.014 0.033 0.027
N -1.688093 -1.510086 2.222843 0.016 -0.025 0.148
C -1.346271 -1.780065 3.582063 -0.112 -0.002 -0.127
C -0.207593 -0.811135 4.053722 0.082 0.182 -0.038
O -0.201253 -0.503856 5.223670 -0.015 -0.049 0.037
O 0.621162 -0.436952 3.145273 -0.044 0.016 0.046
H -3.253286 -0.886634 -4.572559 -0.001 0.001 0.002
H -3.622033 0.800513 -4.175526 0.016 -0.002 0.000
H -4.909653 -0.399008 -4.237869 0.004 0.005 -0.006
H -3.073946 -2.574127 -2.809492 -0.001 0.000 -0.002
H -2.848479 -3.098510 -0.410544 -0.022 0.019 0.030
H -3.997184 0.912144 0.574428 -0.009 0.010 -0.025
H -4.226871 1.433795 -1.844311 -0.004 -0.001 0.008
H -0.885366 -2.777862 3.615643 0.029 0.014 0.020
H -2.191221 -1.741266 4.266449 0.017 -0.004 0.040
O 0.603539 -5.168343 0.091114 -0.005 -0.024 -0.033
S -0.007074 -3.926221 0.587651 0.047 0.073 -0.009
O 0.690377 -3.338676 1.735103 0.014 -0.241 0.184
O -0.149586 -2.882805 -0.431869 -0.150 -0.056 -0.237
O -1.328162 -4.506996 0.985434 -0.004 -0.137 -0.077
```
Forces are in eV/Å.

E_LUMO (spin up / spin down) ... -0.311 / -2.964 eV
Energy relative to the best compared isomer or geometry (same formula, charge and spin) ... 0.00 kJ/mol
Spin multiplicity ... 5
Energy ... -3329.537925 Ha
Kohn-Sham gap (spin up / spin down) ... 0.2850 / 0.2352 hartree
E_HOMO (spin up / spin down) ... -8.066 / -9.364 eV
Charge ... 0

Results of the Mulliken charge analysis, in e, for atoms 1 through 4: 0.277, -1.040, 0.887, -1.627

=====

No. 3
DFT (ωB97M-V/def2-TZVPD) results for a cluster of 4 separate species, C33H33NO17P2 in total at a distorted geometry.

Structure (XYZ):
```
86
Properties=species:S:1:pos:R:3:forces:R:3
C 10.323433 -0.795369 -1.978963 0.576 -0.973 0.170
O 9.607903 0.119598 -2.841660 -0.486 -0.960 1.305
C 8.172666 0.081842 -2.541768 0.245 0.636 -0.038
C 7.594568 1.588774 -2.706172 -0.459 -1.022 0.319
C 6.356694 1.667242 -3.759179 0.606 0.468 0.501
C 4.989816 1.930710 -2.969450 1.698 0.221 -0.605
N 3.815255 2.258480 -3.885740 0.152 -0.622 0.376
C 3.618422 1.271390 -4.982992 0.251 -0.969 -0.762
O 4.220445 1.227980 -6.081592 -2.271 0.265 4.471
C 2.513458 0.283330 -4.406599 -2.869 -1.495 1.997
C 1.990937 -1.085248 -4.888876 -0.885 1.940 2.673
C 0.871022 -1.800243 -4.053021 2.259 2.987 1.527
P 0.197518 -3.513150 -4.593760 0.628 -0.733 -0.036
O 0.535827 -4.528029 -3.220998 0.977 2.348 -1.541
O 1.349871 -4.036372 -5.774320 -0.527 0.474 2.493
C 0.306516 -1.139652 -2.743564 2.636 1.257 -2.214
C 0.838116 0.250346 -2.225632 0.324 -1.525 -3.766
P 0.207758 1.019802 -0.629413 0.668 -0.509 0.441
C -1.212140 -0.115698 -0.048065 -0.865 -0.171 -0.251
C -0.462432 2.767713 -0.875749 -1.407 0.875 -0.048
C 1.931764 0.909868 -3.101479 -0.459 -1.883 -1.119
C 2.718733 2.273308 -2.892676 -0.883 0.538 0.329
O 2.581439 3.211649 -2.082242 0.241 -3.474 -2.544
H 10.663288 -0.323300 -0.988944 -0.610 -0.403 -1.386
H 9.672161 -1.702136 -1.726776 0.852 1.147 -0.320
H 11.262389 -1.216557 -2.499811 -1.497 0.929 0.580
H 7.689108 -0.656199 -3.270446 0.457 0.992 0.972
H 8.042669 -0.304441 -1.469945 -0.010 0.613 -1.494
H 7.235806 1.896704 -1.655554 0.562 -0.168 -1.649
H 8.471365 2.246156 -3.014375 -1.259 -0.869 0.371
H 6.529426 2.542017 -4.468385 -0.321 -1.183 0.860
H 6.375305 0.705789 -4.371415 -0.357 1.329 0.767
H 5.154258 2.860792 -2.314583 -0.419 -1.618 -0.860
H 4.723980 1.003191 -2.357005 0.388 1.210 -0.498
H 2.454958 -1.532752 -5.831267 -0.977 0.540 1.549
H 1.356294 -4.153094 -2.814944 -0.803 -0.616 0.007
H 2.092912 -4.427060 -5.259634 -0.368 0.295 -0.697
H -0.497102 -1.731994 -2.185999 1.272 1.172 -0.797
H -0.826175 -1.132321 0.343413 -0.463 1.861 -0.685
H -1.996780 -0.313306 -0.859254 1.042 0.226 1.050
H -1.772332 0.397304 0.816321 1.035 -0.653 -1.244
H 0.120298 3.410781 -1.612573 -0.487 -1.151 1.037
H -1.572999 2.812713 -1.185663 1.648 -0.264 0.361
H -0.415508 3.280682 0.159131 0.107 -0.926 -1.632
O -1.637229 -3.037935 1.288128 0.329 -0.300 -0.176
C -1.092210 -4.003836 1.800781 -0.546 0.125 0.592
C -1.489115 -4.522449 3.112475 -0.117 0.258 -0.395
C -0.859258 -5.569994 3.648873 -0.702 -0.019 1.065
O -1.218674 -6.064028 4.865102 0.745 0.000 -1.099
C 0.265435 -6.245386 2.941461 0.547 -0.308 -0.375
O 0.829918 -7.187885 3.469209 -0.323 0.230 0.123
C 0.647357 -5.741571 1.617720 0.038 -0.199 0.245
C 0.015188 -4.696454 1.080290 0.704 0.017 -1.101
O 0.357066 -4.219124 -0.148725 -0.633 0.054 1.116
H -2.305210 -4.021174 3.615582 0.117 -0.022 -0.010
H -0.614958 -6.814725 5.028897 -0.100 0.096 0.027
H 1.453336 -6.251577 1.107109 -0.029 0.021 0.018
H -0.242265 -3.465362 -0.310116 0.076 -0.140 -0.056
O -3.114585 -2.772762 5.165922 -0.275 0.070 0.449
C -3.803260 -1.777000 5.311096 0.236 0.158 -0.722
C -3.938013 -0.760266 4.264774 0.188 -0.380 0.110
C -4.686750 0.325754 4.464353 0.224 0.553 -1.238
O -4.820968 1.275144 3.499162 -0.243 -0.433 1.214
C -5.407176 0.547108 5.750676 -0.404 0.071 0.731
O -6.066965 1.559441 5.904644 0.262 -0.150 -0.356
C -5.291848 -0.482480 6.789323 -0.100 0.289 -0.149
C -4.545135 -1.570611 6.587531 -0.250 -0.554 1.219
O -4.429804 -2.535971 7.540264 0.280 0.524 -1.213
H -3.408245 -0.931686 3.336816 -0.004 -0.009 0.013
H -5.407328 1.959244 3.881520 -0.001 -0.068 -0.095
H -5.833490 -0.318935 7.711393 0.027 -0.006 -0.032
H -3.838426 -3.211937 7.155306 -0.079 0.048 0.124
O -5.001731 6.600543 -1.218169 0.142 -0.385 0.201
C -5.590754 5.976520 -0.353201 -0.447 0.645 -0.259
C -6.911117 6.376505 0.144943 0.310 0.025 -0.207
C -7.516213 5.674755 1.106076 -1.127 0.786 0.038
O -8.742228 6.032027 1.576637 1.100 -0.793 -0.023
C -6.877068 4.469780 1.707163 0.420 -0.592 0.197
O -7.450150 3.862951 2.596496 -0.089 0.302 -0.172
C -5.568808 4.056548 1.192637 -0.286 -0.068 0.267
C -4.964802 4.755259 0.229694 1.108 -0.796 -0.079
O -3.750811 4.380733 -0.258995 -1.059 0.793 0.049
H -7.362633 7.253890 -0.298183 0.016 -0.025 0.023
H -8.959682 5.371380 2.263034 -0.031 0.128 -0.072
H -5.123909 3.169949 1.625332 0.014 0.013 -0.047
H -3.528387 5.044381 -0.941417 0.018 -0.092 0.085
```
Forces are in eV/Å.

E_LUMO ... -1.819 eV
Structure (SMILES) ... COCCCCN1C(=O)c2cc(P(O)O)cc(P(C)C)c2C1=O.O=C1C=C(O)C(=O)C=C1O.O=C1C=C(O)C(=O)C=C1O.O=C1C=C(O)C(=O)C=C1O
Energy ... -3293.616251 Ha
Kohn-Sham gap ... 0.2354 hartree
E_HOMO ... -8.225 eV
Charge ... 0

Results of the Mulliken charge analysis, in e, for atoms 1 through 4: -0.624, -0.353, -0.418, -0.522

=====

Which value of energy does entry 2 give? -3329.537925 Ha